Formula: C4H9NO
Source: OMol25
Level of theory: wB97M-V/def2-TZVPD

Geometry as XYZ:
```
15
Properties=species:S:1:pos:R:3
C -1.166 -1.718 1.167
O -0.214 -0.830 0.613
C -0.751 0.398 0.144
C 0.285 1.137 -0.730
C 1.817 1.290 -0.556
N 1.222 0.325 -1.469
H -1.971 -1.968 0.458
H -1.628 -1.315 2.082
H -0.638 -2.641 1.426
H -1.107 1.012 0.983
H -1.650 0.167 -0.466
H 0.282 2.193 -0.937
H 2.243 1.077 0.407
H 2.385 2.043 -1.135
H 1.222 -0.559 -0.956
```

Its structure (SMILES) is COC[C@H]1CN1. The gap between HOMO and LUMO is 9.5 eV. For the energy relative to the best compared isomer or geometry (same formula, charge and spin), the calculation gives 373.34 kJ/mol. The multiplicity is 1.


Formula: C4H9NO
Source: OMol25
Level of theory: wB97M-V/def2-TZVPD

Geometry as XYZ:
```
15
Properties=species:S:1:pos:R:3
C 0.936 1.632 0.376
C -0.248 0.729 0.274
C -0.362 -0.261 -0.877
C 0.368 -1.534 -1.005
O 0.058 -2.522 0.145
N -1.123 1.261 1.401
H 1.660 1.460 -0.419
H 1.359 1.639 1.370
H 0.470 2.630 0.280
H -0.455 0.145 1.325
H -1.281 -0.100 -1.473
H 0.108 -2.106 -1.905
H 1.489 -1.419 -0.925
H -2.093 0.949 1.188
H -0.886 -2.504 0.244
```

The gap between HOMO and LUMO is 7.1 eV. For the energy relative to the best compared isomer or geometry (same formula, charge and spin), the calculation gives 654.89 kJ/mol. The multiplicity is 1.


Formula: C4H9NO
Source: OMol25
Level of theory: wB97M-V/def2-TZVPD

Geometry as XYZ:
```
15
Properties=species:S:1:pos:R:3
C -1.957 0.457 0.415
C -0.480 0.787 0.559
O -0.154 1.757 1.229
N 0.451 -0.001 -0.067
C 0.211 -1.253 -0.752
C 1.849 0.378 0.030
H -2.333 0.140 1.393
H -2.222 -0.292 -0.332
H -2.457 1.393 0.160
H 0.850 -2.035 -0.323
H -0.823 -1.581 -0.655
H 0.451 -1.173 -1.820
H 2.306 0.367 -0.968
H 2.398 -0.323 0.674
H 1.910 1.378 0.457
```

Its structure (SMILES) is CC(=O)N(C)C. The gap between HOMO and LUMO is 10.1 eV. For the energy relative to the best compared isomer or geometry (same formula, charge and spin), the calculation gives 60.00 kJ/mol. The multiplicity is 1.


Formula: C4H9NO
Source: OMol25
Level of theory: wB97M-V/def2-TZVPD

Geometry as XYZ:
```
15
Properties=species:S:1:pos:R:3
C 0.704 -0.942 1.387
C 1.327 0.435 1.193
N 0.423 1.386 0.590
C -0.758 1.587 0.500
O -1.886 1.885 0.334
H 1.426 -1.620 1.855
H 0.399 -1.369 0.426
H -0.177 -0.883 2.035
H 1.664 0.845 2.152
H 2.209 0.367 0.549
C -0.936 -0.274 -2.299
H 0.041 0.109 -1.991
H -1.031 -0.194 -3.384
H -1.723 0.313 -1.819
H -1.030 -1.323 -2.003
```

Its structure (SMILES) is CCN=C=O.C. The gap between HOMO and LUMO is 11.1 eV. For the energy relative to the best compared isomer or geometry (same formula, charge and spin), the calculation gives 81.79 kJ/mol. The multiplicity is 1.


Formula: C4H9NO
Source: OMol25
Level of theory: wB97M-V/def2-TZVPD

Geometry as XYZ:
```
15
Properties=species:S:1:pos:R:3
C -0.675 -1.100 1.468
C -0.578 0.048 0.777
O -1.406 1.085 1.073
N 0.311 0.326 -0.219
C 1.344 -0.635 -0.509
C -0.070 1.182 -1.315
H -1.109 -1.099 2.451
H -0.194 -2.018 1.199
H -2.040 0.624 1.664
H 2.170 -0.129 -1.010
H 1.724 -1.074 0.411
H 1.004 -1.450 -1.160
H -0.412 0.600 -2.175
H 0.792 1.768 -1.629
H -0.858 1.870 -1.028
```

Its structure (SMILES) is C=C(O)N(C)C. The gap between HOMO and LUMO is 8.8 eV. For the energy relative to the best compared isomer or geometry (same formula, charge and spin), the calculation gives 169.48 kJ/mol. The multiplicity is 1.


Formula: C4H9NO
Source: OMol25
Level of theory: wB97M-V/def2-TZVPD

Geometry as XYZ:
```
15
Properties=species:S:1:pos:R:3
C 1.439 1.112 -0.825
C 0.274 0.479 -0.966
C -0.815 0.503 0.063
C -1.652 -0.640 0.492
N -0.624 -0.098 1.384
H 2.141 1.182 -1.650
H 1.730 1.570 0.119
H 0.036 -0.026 -1.900
H -1.326 1.464 0.045
H -1.448 -1.646 0.134
H -2.698 -0.433 0.718
H -1.036 0.482 2.111
O 1.274 -1.703 -0.073
H 1.789 -0.940 -0.377
H 0.879 -1.352 0.744
```

Its structure (SMILES) is C=C[C@H]1CN1.O. The gap between HOMO and LUMO is 10.5 eV. For the energy relative to the best compared isomer or geometry (same formula, charge and spin), the calculation gives 274.83 kJ/mol. The multiplicity is 1.


Formula: C4H9NO
Source: OMol25
Level of theory: wB97M-V/def2-TZVPD

Geometry as XYZ:
```
15
Properties=species:S:1:pos:R:3
C 0.136 -1.001 1.864
C 0.571 -0.546 0.465
O 0.107 -1.449 -0.538
C -0.057 0.836 0.560
C -0.019 1.059 -1.741
N -0.846 1.060 -0.505
H 0.406 -2.043 2.018
H 0.596 -0.354 2.614
H -0.952 -0.885 1.955
H 1.665 -0.569 0.389
H -0.845 -1.304 -0.629
H 1.021 1.116 -1.421
H -0.153 0.185 -2.372
H -0.227 1.995 -2.259
H -1.402 1.902 -0.402
```

The gap between HOMO and LUMO is 8.9 eV. For the energy relative to the best compared isomer or geometry (same formula, charge and spin), the calculation gives 396.51 kJ/mol. The multiplicity is 1.


Formula: C4H9NO2
Source: OMol25
Level of theory: wB97M-V/def2-TZVPD

Geometry as XYZ:
```
16
Properties=species:S:1:pos:R:3
O -0.475 -2.354 2.699
C 0.361 -1.768 1.799
C -0.353 -1.107 0.589
C 0.507 -0.130 -0.197
N -0.232 0.578 -1.272
C 0.362 1.852 -1.739
O -0.550 2.831 -1.953
H 1.129 -2.494 1.409
H 0.989 -0.950 2.262
H -1.269 -0.662 0.989
H -0.669 -1.904 -0.101
H 1.297 -0.706 -0.691
H 0.956 0.624 0.448
H -1.185 0.765 -0.975
H 0.936 1.597 -2.672
H 1.142 2.181 -0.999
```

Its structure (SMILES) is [O-]CCCNC[O-]. The gap between HOMO and LUMO is 6.8 eV. For the energy relative to the best compared isomer or geometry (same formula, charge and spin), the calculation gives 0.00 kJ/mol. The multiplicity is 1. Its charge is -2.


Formula: C4H9NO2
Source: OMol25
Level of theory: wB97M-V/def2-TZVPD

Geometry as XYZ:
```
16
Properties=species:S:1:pos:R:3
C 2.138 -0.232 -1.185
N 0.855 0.238 -0.698
C 0.811 0.609 0.510
O -0.195 1.316 1.038
C -1.463 0.906 0.535
C -1.610 -0.617 0.733
O -1.574 -1.333 -0.476
H 2.145 -1.303 -1.410
H 2.336 0.304 -2.119
H 2.952 -0.004 -0.484
H 1.532 0.348 1.286
H -2.191 1.506 1.088
H -1.555 1.119 -0.534
H -0.849 -1.002 1.442
H -2.573 -0.800 1.203
H -0.760 -1.055 -0.928
```

Its structure (SMILES) is C/N=C/OCCO. The gap between HOMO and LUMO is 11.0 eV. For the energy relative to the best compared isomer or geometry (same formula, charge and spin), the calculation gives 224.12 kJ/mol. The multiplicity is 1.


Formula: C4H9NO2
Source: OMol25
Level of theory: wB97M-V/def2-TZVPD

Geometry as XYZ:
```
16
Properties=species:S:1:pos:R:3
C -1.028 -2.085 0.104
N 0.303 -1.942 0.647
C 1.194 -1.270 1.000
O 1.241 0.798 0.849
C 1.002 1.118 -0.484
C -0.388 1.767 -0.586
O -1.270 1.062 0.270
H -1.466 -1.087 -0.005
H -0.961 -2.583 -0.867
H -1.625 -2.707 0.773
H 2.014 -0.533 1.181
H 1.761 1.803 -0.900
H 1.012 0.211 -1.129
H -0.330 2.823 -0.278
H -0.786 1.731 -1.606
H -0.673 0.894 1.029
```

The gap between HOMO and LUMO is 9.3 eV. For the energy relative to the best compared isomer or geometry (same formula, charge and spin), the calculation gives 470.40 kJ/mol. The multiplicity is 1.


Formula: C4H9NO2
Source: OMol25
Level of theory: wB97M-V/def2-TZVPD

Geometry as XYZ:
```
16
Properties=species:S:1:pos:R:3
C 1.532 1.814 1.396
N 0.178 1.608 0.922
C -0.743 1.438 1.773
C -1.027 -1.054 -0.131
O -0.306 -0.314 -0.959
O -1.282 -2.221 -0.695
C -0.800 -2.519 -2.015
H 1.619 1.739 2.488
H 1.888 2.798 1.074
H 2.182 1.064 0.934
H -0.125 0.533 -0.476
H -1.754 1.227 1.428
H -0.567 1.466 2.855
H -1.116 -3.542 -2.219
H 0.289 -2.439 -2.055
H -1.236 -1.831 -2.743
```

The gap between HOMO and LUMO is 9.8 eV. For the energy relative to the best compared isomer or geometry (same formula, charge and spin), the calculation gives 356.44 kJ/mol. The multiplicity is 1.


Formula: C4H9NO2
Source: OMol25
Level of theory: wB97M-V/def2-TZVPD

Geometry as XYZ:
```
16
Properties=species:S:1:pos:R:3
C 0.053 1.642 1.202
C 0.360 0.160 1.109
O 1.036 -0.387 1.960
N 0.098 -0.513 -0.087
C 0.561 -1.870 -0.286
C -0.912 -0.028 -0.968
O -0.379 0.514 -2.137
H -0.994 1.771 1.470
H 0.267 2.184 0.284
H 0.666 2.062 1.996
H 1.223 -2.108 0.546
H 1.089 -1.923 -1.239
H -0.264 -2.585 -0.308
H -1.575 -0.840 -1.282
H -1.493 0.725 -0.349
H 0.266 1.196 -1.912
```

Its structure (SMILES) is CC(=O)N(C)CO. The gap between HOMO and LUMO is 10.3 eV. For the energy relative to the best compared isomer or geometry (same formula, charge and spin), the calculation gives 105.53 kJ/mol. The multiplicity is 1.


Formula: C4H9NO2
Source: OMol25
Level of theory: wB97M-V/def2-TZVPD

Geometry as XYZ:
```
16
Properties=species:S:1:pos:R:3
C 1.944 -0.602 -1.053
N 0.891 0.401 -0.978
C 0.371 0.588 0.331
O -0.440 1.767 0.444
C -1.562 1.020 0.929
C -0.829 -0.306 0.729
O -1.287 -1.053 -0.376
H 1.659 -1.595 -0.666
H 2.236 -0.718 -2.100
H 2.822 -0.255 -0.497
H 0.107 0.106 -1.552
H 1.197 0.617 1.057
H -1.812 1.249 1.971
H -2.445 1.161 0.291
H -0.710 -0.966 1.595
H -2.144 -1.415 -0.125
```

Its structure (SMILES) is CN[C@H]1OC[C@H]1O. The gap between HOMO and LUMO is 9.7 eV. For the energy relative to the best compared isomer or geometry (same formula, charge and spin), the calculation gives 242.89 kJ/mol. The multiplicity is 1.


Formula: C4H9NO2
Source: OMol25
Level of theory: wB97M-V/def2-TZVPD

Geometry as XYZ:
```
16
Properties=species:S:1:pos:R:3
C 1.758 -0.391 -1.514
N 1.896 0.603 -0.485
C 1.560 1.107 0.514
O -0.127 0.576 1.599
C -1.212 0.750 0.747
C -1.758 -0.635 0.361
O -0.658 -1.502 0.145
H 0.873 -0.997 -1.287
H 1.659 0.121 -2.473
H 2.666 -0.997 -1.526
H 1.093 1.569 1.410
H -2.015 1.348 1.211
H -0.926 1.284 -0.187
H -2.387 -1.026 1.176
H -2.361 -0.603 -0.553
H -0.061 -1.207 0.863
```

The gap between HOMO and LUMO is 9.3 eV. For the energy relative to the best compared isomer or geometry (same formula, charge and spin), the calculation gives 469.70 kJ/mol. The multiplicity is 1.


Formula: C4H9NO2
Source: OMol25
Level of theory: wB97M-V/def2-TZVPD

Geometry as XYZ:
```
16
Properties=species:S:1:pos:R:3
C 1.704 -0.409 0.168
C 0.578 0.575 -0.049
O 0.944 1.711 -0.714
N -0.704 0.055 -0.366
C -1.049 -1.332 -0.105
C -1.572 1.051 0.274
O -2.610 0.726 0.834
H 1.850 -0.963 -0.762
H 1.449 -1.099 0.971
H 2.644 0.096 0.385
H 0.119 1.072 1.063
H 1.694 1.588 -1.310
H -2.123 -1.460 -0.234
H -0.851 -1.612 0.933
H -0.534 -1.997 -0.799
H -1.539 1.999 -0.287
```

Its structure (SMILES) is C[C@@H](O)N(C)C=O. The gap between HOMO and LUMO is 9.8 eV. For the energy relative to the best compared isomer or geometry (same formula, charge and spin), the calculation gives 313.66 kJ/mol. The multiplicity is 1.


Formula: C4H9NO2
Source: OMol25
Level of theory: wB97M-V/def2-TZVPD

Geometry as XYZ:
```
16
Properties=species:S:1:pos:R:3
C -0.008 -0.489 1.973
C -0.213 0.914 1.419
N 0.179 1.052 0.027
C -0.648 0.635 -0.969
O -1.789 0.242 -0.881
H 1.043 -0.790 1.902
H -0.301 -0.520 3.027
H -0.607 -1.213 1.413
H -1.264 1.207 1.474
H 0.366 1.648 1.989
H 1.162 0.898 -0.164
H -0.127 0.738 -1.953
C 0.638 -1.030 -2.311
O 0.703 -1.462 -1.185
H 1.503 -0.541 -2.799
H -0.281 -1.073 -2.927
```

Its structure (SMILES) is CCNC=O.C=O. The gap between HOMO and LUMO is 10.4 eV. For the energy relative to the best compared isomer or geometry (same formula, charge and spin), the calculation gives 217.30 kJ/mol. The multiplicity is 1.


Formula: C4H9NO2
Source: OMol25
Level of theory: wB97M-V/def2-TZVPD

Geometry as XYZ:
```
16
Properties=species:S:1:pos:R:3
C 1.445 -0.620 2.187
C 0.385 -0.815 1.111
C 0.402 0.228 -0.001
N 0.470 1.585 0.502
C -0.708 0.008 -1.019
O -1.569 0.817 -1.250
O -0.564 -1.091 -1.801
H 2.464 -0.632 1.802
H 1.349 0.366 2.653
H 1.325 -1.388 2.951
H 0.550 -1.792 0.660
H -0.614 -0.890 1.555
H 1.288 0.015 -0.613
H -0.143 1.631 1.307
H 0.228 2.237 -0.225
H -1.088 -0.870 -2.585
```

Its structure (SMILES) is CC[C@H](N)C(=O)O. The gap between HOMO and LUMO is 10.4 eV. For the energy relative to the best compared isomer or geometry (same formula, charge and spin), the calculation gives 59.62 kJ/mol. The multiplicity is 1.


Formula: C4H9NO2
Source: OMol25
Level of theory: wB97M-V/def2-TZVPD

Geometry as XYZ:
```
16
Properties=species:S:1:pos:R:3
C -0.385 -0.470 -2.259
C -0.673 -1.309 -1.100
C 0.378 -1.045 -0.237
N 1.191 -0.078 -0.754
C 0.654 0.348 -1.989
H -1.149 -0.434 -2.998
H -1.343 -2.219 -1.037
H 0.667 -1.564 0.758
H 1.927 0.364 -0.232
H 0.847 1.262 -2.394
O -1.254 0.360 2.462
H -1.509 -0.028 1.617
H -1.941 0.885 2.722
O 1.095 1.441 1.482
H 1.345 1.200 2.427
H 0.150 1.288 1.531
```

Its structure (SMILES) is c1cc[nH]c1.O.O. The gap between HOMO and LUMO is 9.0 eV. For the energy relative to the best compared isomer or geometry (same formula, charge and spin), the calculation gives 185.47 kJ/mol. The multiplicity is 1.


Formula: C4H9NO2
Source: OMol25
Level of theory: wB97M-V/def2-TZVPD

Geometry as XYZ:
```
16
Properties=species:S:1:pos:R:3
H 2.457 0.721 -0.027
N 1.946 0.546 0.816
C 1.023 -0.351 0.913
O 0.735 -0.468 2.199
C 0.289 -1.132 -0.139
C -1.133 -0.600 -0.397
C -1.174 0.800 -1.009
O -0.796 1.822 -0.115
H 1.508 0.259 2.313
H 0.877 -1.079 -1.063
H 0.235 -2.182 0.168
H -1.633 -1.296 -1.083
H -1.700 -0.595 0.540
H -0.566 0.817 -1.931
H -2.204 1.028 -1.303
H 0.136 1.710 0.118
```

Its structure (SMILES) is [H]/N=C(/O)CCCO. The gap between HOMO and LUMO is 11.0 eV. For the energy relative to the best compared isomer or geometry (same formula, charge and spin), the calculation gives 189.30 kJ/mol. The multiplicity is 1.


Formula: C4H9NO2
Source: OMol25
Level of theory: wB97M-V/def2-TZVPD

Geometry as XYZ:
```
16
Properties=species:S:1:pos:R:3
C 2.076 -0.464 0.664
C 1.880 0.541 -0.464
N 0.473 0.889 -0.627
C -0.260 1.627 -0.006
O -1.067 2.301 0.514
H 1.563 -1.403 0.442
H 3.143 -0.668 0.802
H 1.679 -0.068 1.605
H 2.453 1.455 -0.277
H 2.225 0.125 -1.413
C -2.687 -0.806 -0.109
O -1.698 -1.205 -1.034
H -3.659 -0.722 -0.612
H -2.780 -1.556 0.687
H -2.479 0.161 0.368
H -1.003 -0.537 -1.071
```

Its structure (SMILES) is CCN=C=O.CO. The gap between HOMO and LUMO is 10.6 eV. For the energy relative to the best compared isomer or geometry (same formula, charge and spin), the calculation gives 149.38 kJ/mol. The multiplicity is 1.